i | C16H18N2O2Pt as an isolated structure. Source: the OMol25 dataset; level of theory: wB97M-V/def2-TZVPD.

Values from the calculation:
- Orbital gap (spin up / spin down): 8.29 / 6.15 eV

Structure (ORCA input):
```
! wB97M-V def2-TZVPD RIJCOSX def2/J DEFGRID3
* xyz 2 3
Pt -0.061 -0.050 -0.085
C -3.506 -2.811 0.168
C -2.370 -2.075 0.502
N -1.664 -1.424 -0.414
C -2.036 -1.494 -1.719
C -3.124 -2.251 -2.143
C -3.882 -2.901 -1.149
C -3.401 -2.354 -3.549
C -2.612 -1.741 -4.455
C -1.516 -0.912 -4.034
C -0.682 -0.210 -4.927
C 0.297 0.622 -4.441
C 0.448 0.760 -3.062
N -0.301 0.077 -2.204
C -1.263 -0.760 -2.675
H -4.059 -3.315 0.948
H -2.005 -2.041 1.521
H -4.757 -3.472 -1.434
H -4.245 -2.951 -3.870
H -2.805 -1.849 -5.515
H -0.823 -0.328 -5.994
H 0.937 1.186 -5.103
H 1.162 1.459 -2.645
C 3.161 0.082 -0.277
O 1.988 0.569 0.417
C 2.169 0.701 1.844
C 0.980 1.450 2.349
O -0.177 0.663 1.992
C -1.404 1.114 2.613
H 4.029 0.640 0.066
H 3.011 0.261 -1.338
H 3.299 -0.981 -0.086
H 3.082 1.259 2.054
H 2.239 -0.291 2.294
H 0.903 2.437 1.889
H 1.036 1.559 3.433
H -1.221 1.281 3.672
H -2.141 0.327 2.491
H -1.750 2.034 2.143
*
```

Here are the natural (NBO) charges for atoms 1 to 8, given in e:
1 Pt 1.22
2 C -0.23
3 C 0.10
4 N -0.51
5 C 0.14
6 C -0.06
7 C -0.06
8 C -0.14

---

ii | C16H18N2O2Pt as an isolated structure. Source: the OMol25 dataset; level of theory: wB97M-V/def2-TZVPD.

Values from the calculation:
- Orbital gap (spin up / spin down): 8.53 / 6.89 eV

Structure (ORCA input):
```
! wB97M-V def2-TZVPD RIJCOSX def2/J DEFGRID3
* xyz 2 3
Pt 1.152 -0.325 -0.221
C -0.241 2.757 -2.940
C 0.486 1.710 -2.373
N 0.221 1.259 -1.153
C -0.776 1.830 -0.426
C -1.545 2.879 -0.920
C -1.255 3.337 -2.220
C -2.575 3.442 -0.091
C -2.795 2.972 1.154
C -2.004 1.895 1.684
C -2.171 1.368 2.980
C -1.364 0.347 3.414
C -0.388 -0.164 2.552
N -0.225 0.316 1.332
C -1.010 1.330 0.892
H 0.011 3.096 -3.935
H 1.298 1.239 -2.910
H -1.832 4.152 -2.640
H -3.169 4.256 -0.487
H -3.568 3.403 1.777
H -2.935 1.779 3.629
H -1.466 -0.069 4.406
H 0.271 -0.966 2.860
C 3.671 -1.813 1.013
O 2.279 -1.919 0.617
C 1.919 -3.214 0.088
C 0.432 -3.198 -0.113
O 0.051 -2.108 -0.978
C 0.200 -2.382 -2.390
H 3.864 -2.551 1.788
H 3.822 -0.813 1.404
H 4.314 -1.987 0.151
H 2.192 -3.987 0.808
H 2.469 -3.384 -0.841
H -0.077 -3.014 0.832
H 0.083 -4.143 -0.527
H -0.364 -3.281 -2.631
H 1.247 -2.514 -2.664
H -0.225 -1.535 -2.919
*
```

Here are the natural (NBO) charges for atoms 1 to 8, given in e:
1 Pt 1.18
2 C -0.24
3 C 0.09
4 N -0.51
5 C 0.23
6 C -0.08
7 C -0.06
8 C -0.16

---

It is ii that is the most stable of them.